(1)
Formula: C43H48Cl2N8O3SV
Source: the OMol25 dataset
Level of theory: ωB97M-V/def2-TZVPD

Structure (XYZ):
```
106
Properties=species:S:1:pos:R:3:forces:R:3
V -0.683 0.390 -1.192 -0.2 -0.3 -0.1
N 7.679 -5.426 -0.388 0.1 -0.1 0.0
C 6.754 -4.755 -0.478 -0.5 0.4 -0.1
C 5.589 -3.898 -0.601 0.4 -0.3 0.0
C 5.613 -2.622 -0.052 0.0 0.1 0.0
C 4.498 -1.809 -0.164 0.1 0.0 0.0
C 3.359 -2.256 -0.829 -0.1 0.1 0.0
C 3.353 -3.534 -1.384 0.0 -0.1 0.0
C 4.459 -4.358 -1.267 -0.1 0.0 0.0
C 2.164 -1.372 -0.950 0.2 -0.2 -0.1
C 1.609 -0.887 0.238 -0.3 0.4 -0.1
C 2.028 -1.116 1.561 0.1 -0.2 0.1
C 1.261 -0.321 2.395 0.0 0.1 0.0
C 0.375 0.367 1.565 -0.1 -0.1 -0.1
N 0.547 0.027 0.280 0.4 -0.2 0.2
C 1.728 -1.077 -2.245 -0.3 0.1 0.2
C 2.330 -1.477 -3.461 0.1 0.0 -0.1
C 1.560 -0.984 -4.491 0.0 0.0 0.1
C 0.502 -0.292 -3.877 -0.2 0.1 0.0
N 0.591 -0.318 -2.550 0.6 -0.2 -0.2
H 6.503 -2.273 0.453 0.0 0.0 0.0
H 4.518 -0.811 0.255 0.0 0.0 0.0
H 2.468 -3.891 -1.893 0.0 0.0 0.0
H 4.450 -5.352 -1.690 0.0 0.0 0.0
H 2.793 -1.813 1.860 0.0 0.0 0.0
H 1.318 -0.246 3.468 0.0 0.0 0.0
H -0.382 1.084 1.846 -0.1 0.0 0.0
H 3.241 -2.042 -3.556 0.0 0.0 0.0
H 1.723 -1.092 -5.549 0.0 0.0 0.0
H -0.314 0.225 -4.364 0.0 0.0 0.0
Cl -2.127 0.167 4.291 0.0 -0.1 0.0
C -2.319 -1.426 4.995 0.1 0.3 0.1
C -2.492 -1.500 6.363 0.0 0.0 0.1
C -2.678 -2.736 6.961 0.0 0.0 -0.1
C -2.742 -3.867 6.165 0.0 0.0 0.0
C -2.596 -3.765 4.790 -0.2 -0.2 0.1
Cl -2.922 -5.184 3.850 0.2 0.0 -0.1
C -2.318 -2.548 4.162 0.0 0.2 0.0
N -2.150 -2.416 2.790 -0.2 0.0 -0.3
C -1.246 -3.180 2.026 0.0 0.1 0.1
C -0.110 -3.741 2.600 0.0 -0.1 0.1
C 0.757 -4.509 1.845 0.0 0.0 0.0
C 0.516 -4.713 0.492 0.0 0.1 0.1
C -0.600 -4.131 -0.088 0.0 0.0 0.0
C -1.490 -3.372 0.663 -0.1 -0.1 -0.1
C -2.721 -2.765 0.010 0.0 -0.2 0.3
C -2.371 -1.356 -0.306 0.3 0.7 -0.9
O -2.421 -0.433 0.520 0.0 0.2 0.1
O -1.860 -1.108 -1.491 -0.2 -0.1 0.5
H -2.478 -0.590 6.945 0.0 0.0 0.0
H -2.806 -2.813 8.031 0.0 0.0 0.0
H -2.950 -4.839 6.588 0.0 0.0 0.0
H -2.378 -1.508 2.402 0.0 -0.1 0.1
H 0.082 -3.580 3.654 0.0 0.0 0.0
H 1.622 -4.955 2.318 0.0 0.0 0.0
H 1.178 -5.333 -0.096 0.0 0.0 0.0
H -0.807 -4.282 -1.141 0.0 0.0 0.0
H -3.560 -2.778 0.707 0.0 0.0 0.0
H -2.978 -3.292 -0.905 0.0 0.0 0.0
C 5.082 2.946 0.521 -0.1 0.1 0.0
N 3.671 2.839 0.180 0.1 -0.1 -0.1
C 2.714 3.324 1.155 0.0 0.0 0.1
C 3.239 2.200 -0.933 0.1 -0.2 0.1
C 4.284 1.622 -1.856 0.1 0.1 0.0
O 2.048 2.080 -1.192 -0.3 0.1 -0.2
H 5.187 3.716 1.281 0.0 0.0 0.0
H 5.679 3.245 -0.339 0.0 0.0 0.0
H 5.485 2.013 0.923 0.0 0.0 0.0
H 2.762 4.412 1.236 0.0 0.0 0.0
H 2.929 2.891 2.134 0.0 0.0 0.0
H 1.713 3.027 0.851 0.1 0.0 0.0
H 4.842 2.421 -2.349 0.0 0.0 0.0
H 3.769 1.030 -2.607 0.0 0.0 0.0
H 5.012 1.001 -1.333 0.0 0.0 0.0
C -3.940 4.336 0.346 -0.1 0.0 0.0
C -3.355 3.146 1.075 0.2 -0.1 -0.1
N -2.409 2.461 0.187 -0.3 -0.2 0.4
C -1.806 3.039 -0.867 0.1 -0.2 0.0
N -1.088 2.256 -1.694 -0.2 0.2 0.3
C -0.477 2.916 -2.861 -0.1 -0.4 0.1
C 0.036 4.284 -2.485 0.2 0.1 0.0
C -1.117 5.117 -1.990 -0.2 0.0 0.2
N -1.913 4.360 -1.017 0.0 0.3 -0.1
C -2.792 5.171 -0.171 0.1 -0.1 -0.1
H -4.575 4.925 1.006 0.0 0.0 0.0
H -4.543 3.988 -0.497 0.0 0.0 0.0
H -4.116 2.418 1.352 0.0 0.0 0.0
H -2.850 3.464 1.990 0.0 0.0 0.0
H -2.533 1.450 0.184 0.1 0.1 -0.2
H -1.221 2.984 -3.662 0.0 0.0 0.0
H 0.342 2.286 -3.203 0.0 0.1 0.0
H 0.499 4.768 -3.345 0.0 0.0 0.0
H 0.793 4.169 -1.706 0.0 0.0 0.0
H -1.774 5.426 -2.808 0.0 0.0 0.0
H -0.772 6.022 -1.486 0.0 0.0 0.0
H -3.140 6.005 -0.780 0.0 0.0 0.0
H -2.207 5.587 0.655 0.0 0.0 0.0
C -6.167 1.585 -2.432 -0.2 0.1 0.0
S -4.550 0.890 -2.076 0.1 0.0 0.0
C -4.057 0.448 -3.747 0.1 -0.1 -0.1
H -6.098 2.449 -3.092 0.0 0.0 0.0
H -6.609 1.902 -1.489 0.0 0.0 0.0
H -6.824 0.841 -2.881 0.0 0.0 0.0
H -4.763 -0.253 -4.190 0.0 0.0 0.0
H -3.088 -0.050 -3.684 0.0 0.0 0.0
H -3.971 1.324 -4.389 0.0 0.0 0.0
```
Positions in Å, forces in eV/Å.

Properties
- net charge = +1
- energy relative to the best compared isomer or geometry (same formula, charge and spin) (kcal/mol) = 0.00
- E (eV) = -125000.8542
- 2S+1 = 3
- HOMO-LUMO gap (alpha / beta) (eV) = 6.356 / 6.404
- HOMO level (alpha / beta) (eV) = -9.921 / -9.921

=====

(2)
Formula: C9H14
Source: the OMol25 dataset
Level of theory: ωB97M-V/def2-TZVPD

Structure (XYZ):
```
23
Properties=species:S:1:pos:R:3:forces:R:3
C 1.095 -1.252 -2.097 -0.6 0.1 0.8
C -0.236 0.802 -1.457 0.3 -0.2 -0.6
C -0.107 -0.590 -1.446 0.0 -0.4 1.1
C -1.173 1.450 -0.581 0.4 0.0 -0.4
C -2.107 0.676 0.060 0.1 0.0 -0.5
C -0.982 -1.359 -0.673 0.8 -0.3 -0.6
C -2.094 -0.736 -0.064 -1.4 1.7 0.9
H 0.423 1.367 -2.111 0.0 0.1 0.1
H -1.061 2.526 -0.485 -0.4 0.1 0.2
H 2.024 -0.993 -1.575 0.0 0.4 -0.3
H 1.116 -0.958 -3.147 0.3 -0.3 -0.1
H -2.898 1.175 0.614 -0.1 -0.1 0.2
H -0.764 -2.405 -0.446 0.0 0.0 -0.4
H -3.027 -1.177 0.279 0.4 -0.7 0.0
H 0.988 -2.321 -1.922 0.0 -0.3 -0.6
C 1.770 0.549 1.504 -1.5 -0.7 -2.2
C 0.435 0.536 2.271 1.6 -1.6 2.0
H 2.465 -0.197 1.876 0.3 0.3 0.5
H 1.509 0.141 0.513 0.2 0.3 0.0
H 2.217 1.508 1.261 0.1 0.2 0.6
H -0.052 -0.436 2.166 -0.1 0.1 -0.7
H -0.337 1.272 2.145 0.2 0.6 -0.3
H 0.796 0.422 3.315 -0.8 0.8 0.2
```
Positions in Å, forces in eV/Å.

Properties
- net charge = -1
- energy relative to the best compared isomer or geometry (same formula, charge and spin) (kcal/mol) = 15.29
- E (eV) = -9558.1340
- 2S+1 = 2
- HOMO-LUMO gap (alpha / beta) (eV) = 3.352 / 7.401
- HOMO level (alpha / beta) (eV) = 0.787 / -3.343

=====

(3)
Formula: C19H43OP3PbS2
Source: the OMol25 dataset
Level of theory: ωB97M-V/def2-TZVPD

Structure (XYZ):
```
69
Properties=species:S:1:pos:R:3:forces:R:3
Pb 1.555 -1.001 -1.582 0.5 -0.7 0.2
P 2.069 1.172 0.691 1.6 1.4 1.9
P -1.233 0.378 1.579 -2.3 0.2 3.2
P -1.199 1.817 -1.542 -2.5 0.8 -3.3
H 0.571 -4.492 -7.087 0.0 0.4 0.3
C 0.758 -3.471 -7.430 -0.1 0.2 -0.6
C 1.918 -2.834 -7.243 0.3 0.0 -0.1
H 2.700 -3.241 -6.587 -0.2 0.0 -0.6
C 3.404 0.215 1.527 -0.2 -0.9 -0.2
C 1.676 2.279 2.130 -0.8 0.0 -0.1
C 3.148 2.362 -0.204 -0.4 0.1 -0.9
C -2.850 -0.484 1.436 0.1 -0.8 -1.4
C -0.812 -0.315 3.231 1.3 -0.4 -0.1
C -1.882 1.997 2.192 0.8 0.8 -0.8
C -1.101 2.305 -3.292 -0.1 0.0 0.3
C -1.000 3.475 -0.833 1.2 0.0 1.2
C -2.980 1.506 -1.404 -0.1 -0.3 0.4
H -0.024 -3.042 -8.067 0.4 -0.2 0.0
H 2.193 -1.947 -7.837 -0.3 -0.2 0.6
H 3.546 -0.744 1.014 0.2 0.1 0.3
H 3.126 0.016 2.572 0.0 -0.1 -0.4
H 4.350 0.781 1.518 -0.4 -0.1 -0.1
H 1.305 1.697 2.986 0.1 0.2 -0.3
H 0.911 3.009 1.841 0.2 0.0 0.1
H 2.568 2.838 2.458 -0.1 -0.4 -0.3
H 3.554 1.889 -1.108 0.1 0.3 0.1
H 3.984 2.679 0.445 -0.5 -0.2 -0.2
H 2.557 3.242 -0.493 0.3 -0.2 -0.1
H -3.457 -0.294 2.336 0.4 0.1 -0.1
H -2.668 -1.563 1.344 -0.2 0.2 0.1
H -3.407 -0.157 0.553 0.0 -0.2 0.3
H -1.643 -0.131 3.927 0.1 0.1 -0.4
H 0.093 0.151 3.634 -0.2 -0.1 0.1
H -0.643 -1.395 3.174 -0.1 0.3 0.0
H -2.541 1.852 3.059 0.2 -0.4 -0.2
H -2.450 2.515 1.416 -0.1 -0.1 0.2
H -1.050 2.641 2.493 -0.3 0.0 0.1
H -1.959 2.970 -3.407 0.3 0.1 -0.5
H -1.162 1.439 -3.959 -0.1 0.3 0.1
H -0.150 2.825 -3.436 -0.2 0.1 -0.3
H -1.705 4.092 -1.416 0.2 -0.4 0.0
H 0.024 3.830 -0.998 -0.3 0.1 0.1
H -1.278 3.530 0.225 0.3 0.0 -0.3
H -3.437 2.253 -2.066 0.0 -0.2 0.2
H -3.344 1.689 -0.389 0.0 -0.1 -0.3
H -3.257 0.497 -1.737 0.0 0.3 0.1
C 0.659 -1.471 -4.441 0.0 0.5 -0.3
C -0.707 -1.709 -4.780 -0.8 0.3 -0.1
C -1.262 -2.980 -4.724 -0.3 0.7 -0.6
C -0.433 -4.081 -4.520 -0.6 0.0 0.7
C 0.907 -3.866 -4.204 1.4 -0.5 0.1
C 1.476 -2.604 -4.228 0.3 -0.7 0.3
S 1.278 0.115 -4.193 -0.2 -0.6 0.2
H -0.607 0.571 -1.895 0.7 0.2 1.5
H -1.333 -0.859 -5.084 0.3 -0.3 0.2
H -2.332 -3.086 -4.941 0.5 -0.1 0.0
H -0.860 -5.079 -4.583 0.2 0.1 0.1
H 1.601 -4.698 -4.017 -0.6 0.2 -0.2
H 2.569 -2.513 -4.216 -0.4 0.1 0.3
C 0.687 -4.866 0.935 -0.4 -0.3 0.1
S 0.480 -3.170 1.460 0.8 -0.9 0.4
C 1.407 -3.243 3.004 0.0 -0.1 0.2
O 1.400 -2.422 0.484 -0.1 1.0 -0.9
H 0.201 -5.534 1.650 0.0 0.1 0.0
H 1.745 -5.113 0.860 0.0 0.2 0.0
H 0.181 -4.967 -0.026 0.1 0.0 0.0
H 2.446 -3.573 2.855 -0.4 0.1 -0.2
H 1.385 -2.270 3.494 0.0 0.0 -0.2
H 0.890 -3.947 3.662 0.0 0.0 -0.1
```
Positions in Å, forces in eV/Å.

Properties
- net charge = +4
- energy relative to the best compared isomer or geometry (same formula, charge and spin) (kcal/mol) = 37.92
- E (eV) = -77186.8656
- HOMO-LUMO gap (alpha / beta) (eV) = 3.010 / 3.990
- HOMO level (alpha / beta) (eV) = -18.736 / -18.462

=====

(4)
Formula: C6H8N3O3S
Source: the OMol25 dataset
Level of theory: ωB97M-V/def2-TZVPD

Structure (XYZ):
```
21
Properties=species:S:1:pos:R:3:forces:R:3
C 0.600 1.818 0.073 0.0 -0.4 -0.6
C -0.207 -0.169 -1.214 -0.3 2.4 -0.7
C -0.646 2.108 0.350 -1.4 -1.2 -0.1
C -1.596 0.464 -1.163 1.2 0.2 0.7
C 0.914 0.896 -1.072 -0.1 -0.4 0.2
C -1.806 1.496 -0.343 1.7 0.6 -0.8
N 0.151 -2.337 -0.588 1.2 -2.7 -1.7
N -0.085 -1.196 -0.134 -0.3 0.3 -2.0
N -0.229 -0.879 1.050 0.6 0.5 2.4
O 2.118 -1.843 1.395 -0.7 0.6 0.9
O 0.854 -0.817 3.285 0.2 0.0 0.1
O 0.380 -3.110 2.505 -0.3 0.9 0.1
S 0.889 -1.777 2.210 0.2 -0.9 -1.9
H 1.332 2.007 0.809 1.0 0.5 0.4
H -0.038 -0.702 -2.175 -0.4 0.5 0.7
H -0.954 2.499 1.276 0.2 1.0 1.1
H -2.255 -0.075 -1.773 -1.6 -0.3 -0.4
H 1.100 1.476 -2.039 -0.1 -1.1 1.1
H 1.749 0.271 -0.726 0.5 0.5 -0.6
H -2.663 2.091 -0.120 -1.2 -0.4 -0.5
H 0.392 -2.221 -1.606 -0.4 -0.5 1.5
```
Positions in Å, forces in eV/Å.

Properties
- net charge = -1
- energy relative to the best compared isomer or geometry (same formula, charge and spin) (kcal/mol) = 59.64
- E (eV) = -27796.8824
- HOMO-LUMO gap (eV) = 7.895
- HOMO level (eV) = -4.620